Computed, not measured: C64H132F18N10O30S6 as an isolated structure, with the ωB97M-V functional and the def2-TZVPD basis.

Values from the calculation:
max |F|	4.0	eV Å⁻¹
HOMO energy	-0.335	Ha
2S+1	1
gap between HOMO and LUMO	9.1	eV

XYZ file:
```
260
C64H132F18N10O30S6 the ωB97M-V functional and the def2-TZVPD basis
C 19.796 17.941 25.240
O 18.952 18.824 24.469
C 17.689 19.017 25.097
C 17.481 20.466 25.639
N 17.188 21.400 24.457
H 16.174 21.416 24.157
H 17.264 22.325 24.810
C 18.043 21.290 23.247
C 19.530 21.500 23.520
O 19.688 22.674 24.273
C 20.822 22.736 25.185
H 20.273 18.418 26.060
H 20.592 17.627 24.534
H 19.214 17.072 25.520
H 17.628 18.391 25.969
H 16.912 18.630 24.434
H 18.312 20.825 26.224
H 16.622 20.561 26.304
H 17.623 22.060 22.627
H 17.844 20.356 22.811
H 20.212 21.480 22.646
H 19.852 20.613 24.064
H 21.768 22.730 24.623
H 20.921 21.945 25.936
H 20.673 23.697 25.671
C 13.905 16.989 23.726
O 14.192 17.328 22.356
C 13.489 16.664 21.398
C 12.067 17.084 21.272
N 11.998 18.551 21.255
H 12.550 19.074 21.981
H 12.591 18.888 20.355
C 10.632 19.135 21.152
C 9.718 18.572 20.066
O 10.396 18.787 18.821
C 9.622 18.347 17.717
H 14.653 17.409 24.252
H 13.999 15.885 23.820
H 12.901 17.292 24.125
H 13.579 15.562 21.498
H 13.876 16.929 20.388
H 11.366 16.669 22.010
H 11.623 16.668 20.355
H 10.738 20.193 20.988
H 10.236 19.001 22.199
H 8.759 19.094 20.113
H 9.534 17.413 20.141
H 9.567 17.290 17.812
H 10.083 18.612 16.766
H 8.627 18.773 17.753
C 18.633 7.356 22.741
O 19.949 8.004 22.834
C 20.070 9.294 22.303
C 21.541 9.627 22.173
N 22.185 10.134 23.408
H 23.155 10.469 23.095
H 21.687 10.920 23.818
C 22.356 9.078 24.502
C 22.570 9.662 25.855
O 21.316 10.179 26.198
C 21.207 10.812 27.480
H 17.829 8.028 23.116
H 18.682 6.540 23.406
H 18.433 7.129 21.698
H 19.519 9.998 22.946
H 19.706 9.387 21.231
H 21.670 10.388 21.379
H 22.138 8.707 21.807
H 23.206 8.406 24.241
H 21.378 8.575 24.564
H 23.349 10.441 25.840
H 22.971 8.886 26.569
H 21.662 11.772 27.441
H 21.669 10.225 28.256
H 20.126 10.999 27.638
C 18.071 12.271 22.721
C 17.560 13.738 22.646
C 17.986 14.423 21.387
C 17.435 15.836 21.369
N 18.155 16.947 20.590
C 17.088 17.931 20.333
C 16.378 17.402 19.137
C 17.319 16.300 18.519
C 18.634 16.505 19.257
C 19.343 17.421 21.466
H 19.194 12.226 22.596
H 17.557 11.512 22.137
H 17.799 11.849 23.725
H 17.962 14.357 23.419
H 16.476 13.872 22.744
H 17.750 13.838 20.485
H 19.058 14.462 21.468
H 17.339 16.196 22.356
H 16.486 15.657 20.878
H 17.595 18.864 20.191
H 16.555 18.049 21.284
H 16.144 18.143 18.432
H 15.466 16.971 19.443
H 17.326 16.308 17.454
H 16.974 15.302 18.778
H 19.137 17.298 18.757
H 19.349 15.581 19.324
H 19.587 18.346 20.991
H 20.128 16.595 21.495
H 19.006 17.514 22.520
C 10.719 22.475 18.105
C 12.055 22.345 18.872
C 12.687 23.557 19.509
C 13.855 23.389 20.503
N 15.240 23.407 19.933
C 16.154 22.980 21.096
C 16.800 24.315 21.472
C 16.715 25.320 20.239
C 15.569 24.745 19.425
C 15.396 22.351 18.881
H 9.982 22.722 18.878
H 10.425 21.509 17.603
H 10.731 23.376 17.514
H 12.718 22.049 18.036
H 12.002 21.551 19.642
H 11.948 23.969 20.131
H 12.935 24.302 18.734
H 13.823 22.446 21.003
H 13.886 24.174 21.246
H 16.909 22.295 20.670
H 15.542 22.419 21.800
H 17.819 24.163 21.815
H 16.361 24.874 22.335
H 17.627 25.289 19.716
H 16.533 26.370 20.541
H 15.720 24.546 18.327
H 14.722 25.514 19.465
H 14.597 22.609 18.191
H 15.279 21.404 19.302
H 16.384 22.447 18.476
C 14.506 21.405 11.895
C 15.776 20.765 11.358
C 16.725 20.364 12.473
C 17.108 21.537 13.400
N 17.812 21.039 14.658
C 18.935 20.047 14.352
C 19.249 19.634 15.773
C 17.919 19.508 16.532
C 16.945 20.398 15.688
C 18.392 22.282 15.279
H 13.831 21.494 11.054
H 14.831 22.451 12.249
H 14.043 20.972 12.800
H 16.314 21.537 10.763
H 15.605 19.875 10.750
H 17.632 19.849 12.156
H 16.167 19.593 13.064
H 16.302 22.155 13.752
H 17.791 22.154 12.883
H 19.667 20.567 13.750
H 18.386 19.201 13.863
H 19.785 20.452 16.333
H 19.775 18.675 15.832
H 17.926 19.845 17.586
H 17.609 18.454 16.462
H 16.503 21.234 16.256
H 16.248 19.751 15.149
H 18.684 22.207 16.319
H 17.621 23.056 15.275
H 19.306 22.575 14.811
C 15.622 11.573 14.970
C 14.566 12.503 15.572
C 14.948 13.933 15.248
C 13.738 14.766 15.382
N 13.940 16.190 15.043
C 12.508 16.791 15.238
C 12.565 18.084 14.338
C 13.837 17.954 13.550
C 14.247 16.514 13.675
C 14.882 16.909 16.025
H 15.912 11.869 13.932
H 15.445 10.486 14.882
H 16.542 11.708 15.529
H 14.406 12.225 16.616
H 13.601 12.273 15.089
H 15.331 13.976 14.201
H 15.831 14.262 15.897
H 13.295 14.714 16.385
H 12.989 14.405 14.731
H 12.375 17.027 16.276
H 11.798 16.063 14.871
H 12.582 18.901 15.045
H 11.603 18.015 13.720
H 14.653 18.527 13.953
H 13.756 18.126 12.461
H 15.331 16.306 13.545
H 13.740 15.819 13.017
H 15.899 16.742 15.707
H 14.650 16.581 17.009
H 14.624 17.996 15.982
O 15.283 20.036 22.543
C 14.216 20.516 23.329
O 13.099 20.176 22.961
O 14.536 21.303 24.272
H 14.947 19.581 21.781
O 13.069 19.444 17.496
C 14.214 19.609 18.285
O 15.285 19.774 17.701
O 13.987 19.460 19.570
H 12.393 19.086 18.104
O 19.239 16.827 13.709
C 17.976 16.900 14.197
O 17.731 16.213 15.225
O 17.188 17.711 13.651
H 19.583 16.291 14.424
O 20.420 21.783 18.795
C 19.060 21.709 19.106
O 18.443 22.632 18.577
O 18.767 20.792 19.876
H 20.911 21.135 19.265
C 17.049 13.804 27.685
F 16.156 13.420 28.630
F 18.253 14.012 28.282
F 17.134 12.738 26.836
S 16.229 15.267 26.883
O 17.128 15.645 25.839
O 14.935 14.774 26.597
N 16.191 16.330 28.044
S 17.437 17.270 28.368
O 18.668 16.674 27.856
O 17.095 18.646 28.099
C 17.500 17.157 30.211
F 16.651 17.978 30.831
F 17.188 15.950 30.700
F 18.749 17.462 30.606
C 9.354 12.672 17.882
F 8.196 13.300 17.672
F 9.329 11.915 18.921
F 9.645 11.953 16.850
S 10.498 14.041 18.197
O 10.791 14.814 16.987
O 9.833 14.841 19.205
N 11.693 13.154 18.716
S 13.073 13.628 19.248
O 14.105 12.674 19.036
O 13.414 15.026 18.929
C 12.762 13.357 21.045
F 12.278 12.084 21.264
F 13.911 13.410 21.809
F 11.902 14.205 21.534
C 21.684 13.859 25.053
F 21.180 14.881 25.768
F 22.837 13.510 25.663
F 20.778 12.873 25.133
S 22.172 14.449 23.440
O 20.941 14.808 22.697
O 23.108 15.507 23.691
N 22.686 12.982 22.861
S 23.964 12.761 22.012
O 25.023 13.682 22.302
O 24.138 11.340 21.963
C 23.511 13.140 20.287
F 23.140 14.396 20.161
F 24.518 12.853 19.497
F 22.435 12.408 19.948
```